Record 1
C26H55NO12 | the ωB97M-V functional and the def2-TZVPD basis

Summary:
**Structure (SMILES)**: O=[N+]([O-])c1ccccc1.COCCOC.COCCOC.COCCOC.COCCOC.COCCOC
**HOMO energy**: -9.016 eV
**Net charge**: 0
**Kohn-Sham gap**: 8.23 eV
**Relative energy (zero: lowest compared OMol25 entry of this formula, charge and spin)**: 74.8 kcal/mol
**LUMO**: -0.78 eV

Element x y z (Å)
1 O 6.1061 -1.4774 0.7207
2 O 4.5263 2.4783 0.5667
3 O 6.2873 -1.1004 3.5887
4 O 1.5924 -1.5811 1.2653
5 O -0.4466 -4.8520 -2.2744
6 O -5.7074 0.3369 -0.0992
7 O 5.5704 3.1937 3.1719
8 O -1.0807 -4.8688 0.5031
9 O 1.0439 0.4378 2.1626
10 O -2.6992 5.3208 -3.1819
11 O -6.2415 -1.3790 -2.4840
12 O -4.4842 5.4769 -0.4504
13 N 0.9056 -0.4948 1.3670
14 C -1.1738 -1.0441 -1.5918
15 C -3.7074 4.5279 -2.5515
16 C -0.7804 -6.0882 -0.2085
17 C 4.1177 1.9172 1.7944
18 C -5.9694 -1.0403 -0.0132
19 C -4.7691 5.3734 -1.8475
20 C -3.4236 6.2768 -0.0612
21 C -0.1338 -1.2606 -0.7037
22 C -6.4347 -0.2058 -3.1549
23 C 5.3487 -2.2209 1.7521
24 C -0.1779 -0.4422 0.4204
25 C -6.7778 1.2046 0.1750
26 C 5.2969 -1.4438 -0.4293
27 C -1.1925 0.4839 0.7145
28 C -2.2054 0.5537 -0.1700
29 C 7.4288 -1.0325 4.4225
30 C 6.0831 -2.3878 3.0596
31 C -1.5172 4.6832 -3.5967
32 C -0.0206 -4.2207 1.1332
33 C -2.1809 -0.1274 -1.3593
34 C 6.9117 3.3719 3.5815
35 C 5.4679 1.9471 2.5673
36 C -6.7919 -1.5003 -1.1605
37 C 3.5274 2.1506 -0.3725
38 C -1.7215 -5.1663 -2.7964
39 C 0.0505 -5.9033 -1.4509
40 H 5.2303 -3.2466 1.4091
41 H 4.3795 -1.0201 -0.1286
42 H -6.4668 -1.1764 0.9610
43 H 3.3809 2.5266 2.2183
44 H 3.4570 1.0259 -0.6367
45 H -4.3095 3.9512 -3.3642
46 H 7.1233 -1.5527 5.3314
47 H -0.2993 -3.2150 1.5002
48 H -0.9004 5.4152 -4.0876
49 H 7.0374 -2.9276 2.8411
50 H -7.6690 1.0437 -0.4780
51 H 7.2176 2.5770 4.2872
52 H 5.4147 1.1572 3.3785
53 H -2.4075 -4.3054 -2.8021
54 H -2.2363 -5.8672 -2.1961
55 H 8.3637 -1.4457 3.9729
56 H -5.8601 0.6632 -2.8339
57 H -1.7784 -6.4001 -0.5102
58 H -7.4701 0.1881 -3.1634
59 H 4.4426 -1.6320 1.8755
60 H 3.8039 0.9145 1.6143
61 H -5.0079 -1.5954 -0.0053
62 H 2.4990 2.3633 -0.0394
63 H 0.3150 -4.8413 1.9527
64 H 5.7205 -0.7579 -1.1426
65 H 0.2186 -6.8583 -1.9555
66 H -4.8279 6.4010 -2.2939
67 H -1.1055 0.9259 1.7201
68 H -3.2366 3.7638 -1.8988
69 H -6.9096 -2.5789 -0.9765
70 H -1.1682 -1.6199 -2.5692
71 H 0.6153 -2.0422 -0.9115
72 H 0.8909 -4.1214 0.4729
73 H 6.3208 1.8278 1.8543
74 H -1.4603 -5.4589 -3.8360
75 H -5.7052 4.8604 -1.9195
76 H -1.6663 3.8577 -4.3030
77 H -3.0505 -0.1976 -1.9649
78 H 7.5457 -0.0257 4.7378
79 H -7.7069 -0.8922 -1.1298
80 H -6.1896 -0.3537 -4.2139
81 H 7.0543 4.3978 4.0323
82 H 7.5967 3.3158 2.7386
83 H -3.4567 6.2845 1.0267
84 H 5.2685 -2.4042 -0.9057
85 H -7.0581 1.1715 1.2168
86 H 5.4155 -3.0086 3.7114
87 H 3.7190 2.7142 -1.2976
88 H -3.0477 1.1537 0.1313
89 H -3.5121 7.3160 -0.3480
90 H -6.4563 2.1743 -0.1514
91 H -2.5321 5.8408 -0.3742
92 H -0.2726 -6.7704 0.4584
93 H -0.9894 4.3169 -2.6922
94 H 1.0992 -5.7299 -1.3218


Record 2
C6H12 | the ωB97M-V functional and the def2-TZVPD basis

Summary:
**HOMO energy**: -8.123 eV
**Net charge**: 0
**Kohn-Sham gap**: 8.37 eV
**Relative energy (zero: lowest compared OMol25 entry of this formula, charge and spin)**: 86.9 kcal/mol
**LUMO**: 0.25 eV

Element x y z (Å)
1 C 0.7999 -0.8280 2.4856
2 C -0.4327 1.2193 -1.2034
3 C 0.2822 0.0147 1.3878
4 C -0.6091 -0.7235 0.4653
5 C -1.3142 0.1167 -0.6107
6 C 0.8654 0.7017 -1.8196
7 H 1.0394 -0.2382 3.3750
8 H -0.1862 1.9300 -0.4083
9 H 0.2485 -1.7418 2.7579
10 H 1.5268 0.2903 -1.0489
11 H -1.0094 1.7644 -1.9616
12 H -2.2111 0.5731 -0.1726
13 H 1.7826 -1.1365 2.0865
14 H 0.6745 -0.0869 -2.5589
15 H 1.4131 1.5076 -2.3191
16 H -1.6695 -0.5472 -1.4113
17 H -1.3149 -1.4042 0.9750
18 H 0.1149 -1.4115 -0.0188